[1]
Density functional theory data (ωB97M-V with the def2-TZVPD basis set) for a structure of composition C4H8O2.

ORCA input file:
```
! RIJCOSX wB97M-V def2-TZVPD def2/J DEFGRID3
* xyz 0 1
O -2.221 0.218 -1.300
C -1.037 0.735 -0.721
C -0.628 0.004 0.492
C 1.096 -1.473 0.357
O 1.391 -0.651 1.441
C 0.687 0.545 1.064
H -2.400 0.729 -2.105
H -1.171 1.773 -0.323
H -0.219 0.830 -1.471
H -0.146 -1.286 0.263
H 1.219 -2.536 0.598
H 1.581 -1.180 -0.593
H 0.517 1.177 1.948
H 1.330 1.113 0.349
*
```

Values from the calculation:
E_HOMO: -0.300 Ha
LUMO energy: 0.10 eV
Kohn-Sham gap: 8.268 eV
Energy relative to the best compared isomer or geometry (same formula, charge and spin): 135.20 kcal/mol
E_tot: -307.496969 Eh
Largest force on an atom: 0.8 eV Å⁻¹

[2]
Density functional theory data (ωB97M-V with the def2-TZVPD basis set) for an isolated molecule of C4H8O2.

ORCA input file:
```
! RIJCOSX wB97M-V def2-TZVPD def2/J DEFGRID3
* xyz 0 1
O 0.293 -1.739 0.568
C 1.671 0.932 -1.022
C 0.869 1.014 0.034
C -0.538 0.496 0.039
C -0.711 -0.811 0.831
O -1.977 -1.373 0.561
H 0.318 -1.894 -0.387
H 1.323 0.503 -1.960
H 2.698 1.280 -0.993
H 1.244 1.443 0.963
H -0.848 0.297 -0.999
H -1.231 1.243 0.449
H -0.629 -0.625 1.909
H -2.481 -0.765 0.007
*
```

Values from the calculation:
E_HOMO: -0.366 Ha
LUMO energy: 0.88 eV
Kohn-Sham gap: 10.847 eV
Energy relative to the best compared isomer or geometry (same formula, charge and spin): 34.00 kcal/mol
E_tot: -307.658252 Eh
Structure (SMILES): C=CCC(O)O
Largest force on an atom: 0.4 eV Å⁻¹

[3]
Density functional theory data (ωB97M-V with the def2-TZVPD basis set) for an isolated molecule of C4H8O2 at a distorted geometry.

ORCA input file:
```
! RIJCOSX wB97M-V def2-TZVPD def2/J DEFGRID3
* xyz 0 1
O -0.321 -1.175 -1.470
O 0.265 -0.093 0.496
C 0.448 -0.944 -0.518
C 1.752 -1.732 -0.543
C -1.728 1.247 0.856
C -0.319 1.136 0.149
H 2.502 -0.994 -0.139
H 1.724 -2.629 0.097
H 2.098 -1.922 -1.541
H -2.283 0.385 0.876
H -1.625 1.586 1.776
H -2.382 1.994 0.327
H -0.447 1.314 -0.945
H 0.315 1.828 0.577
*
```

Values from the calculation:
E_HOMO: -0.372 Ha
LUMO energy: 0.96 eV
Kohn-Sham gap: 11.093 eV
Energy relative to the best compared isomer or geometry (same formula, charge and spin): 33.28 kcal/mol
E_tot: -307.659403 Eh
Structure (SMILES): CCOC(C)=O
Largest force on an atom: 5.5 eV Å⁻¹

[4]
Density functional theory data (ωB97M-V with the def2-TZVPD basis set) for an isolated molecule of C4H8O2.

ORCA input file:
```
! RIJCOSX wB97M-V def2-TZVPD def2/J DEFGRID3
* xyz 0 1
C -0.856 -0.579 1.232
C -0.755 0.333 0.019
O 0.004 1.513 0.336
C 1.141 1.034 -0.401
C 0.271 -0.038 -1.075
O 0.731 -1.352 -1.194
H 0.130 -0.885 1.605
H -1.338 -0.020 2.040
H -1.464 -1.471 1.038
H -1.759 0.580 -0.346
H 1.918 0.619 0.256
H 1.576 1.811 -1.039
H -0.057 0.285 -2.068
H 0.459 -1.830 -0.403
*
```

Values from the calculation:
E_HOMO: -0.360 Ha
LUMO energy: 0.90 eV
Kohn-Sham gap: 10.705 eV
Energy relative to the best compared isomer or geometry (same formula, charge and spin): 43.84 kcal/mol
E_tot: -307.642572 Eh
Structure (SMILES): C[C@H]1OC[C@H]1O
Largest force on an atom: 0.4 eV Å⁻¹